{"formula": "C49H118N6O11", "method": "ωB97M-V/def2-TZVPD", "elements": ["C", "C", "C", "C", "C", "C", "C", "C", "C", "N", "O", "H", "H", "H", "H", "H", "H", "H", "H", "H", "H", "H", "H", "H", "H", "H", "H", "H", "H", "H", "C", "C", "C", "C", "C", "C", "C", "C", "C", "N", "O", "H", "H", "H", "H", "H", "H", "H", "H", "H", "H", "H", "H", "H", "H", "H", "H", "H", "H", "H", "C", "C", "C", "C", "C", "C", "C", "C", "C", "N", "O", "H", "H", "H", "H", "H", "H", "H", "H", "H", "H", "H", "H", "H", "H", "H", "H", "H", "H", "H", "C", "C", "C", "C", "C", "C", "C", "C", "C", "N", "O", "H", "H", "H", "H", "H", "H", "H", "H", "H", "H", "H", "H", "H", "H", "H", "H", "H", "H", "H", "C", "O", "C", "C", "C", "N", "H", "H", "H", "H", "H", "H", "H", "H", "H", "H", "H", "C", "O", "C", "C", "C", "N", "H", "H", "H", "H", "H", "H", "H", "H", "H", "H", "H", "C", "O", "H", "H", "H", "H", "C", "O", "H", "H", "H", "H", "C", "O", "H", "H", "H", "H", "C", "O", "H", "H", "H", "H", "C", "O", "H", "H", "H", "H"], "xyz": [[1.7079, -2.1284, -8.2796], [2.9058, -2.1229, -7.1671], [3.6536, -3.4935, -7.1243], [4.0048, -1.1129, -7.5256], [3.8240, 0.3406, -7.2004], [3.2877, 0.4441, -5.6980], [2.1715, -0.4291, -5.2398], [2.3804, -0.5323, -3.7090], [0.7926, 0.2346, -5.6523], [2.4105, -1.7791, -5.8362], [1.5533, -2.7954, -5.3859], [1.2457, -1.1696, -8.5146], [2.0744, -2.5716, -9.2055], [0.8839, -2.8012, -8.0422], [4.2307, -3.6191, -8.0404], [4.3512, -3.7924, -6.3419], [2.9879, -4.3500, -7.0170], [4.9389, -1.4963, -7.1150], [4.2606, -1.2411, -8.5774], [4.8049, 0.8160, -7.1989], [3.2010, 0.9451, -7.8595], [2.9594, 1.4701, -5.5316], [4.0925, 0.3647, -4.9672], [1.6165, -1.2281, -3.3621], [2.4088, 0.3576, -3.0802], [3.3670, -0.9850, -3.6095], [0.8252, 0.2653, -6.7414], [0.6136, 1.2546, -5.3123], [-0.1236, -0.3350, -5.4966], [1.7971, -2.9111, -4.4647], [9.1078, 0.1344, 5.2849], [7.7934, -0.6102, 4.9588], [7.9823, -2.0727, 4.6438], [7.0965, -0.4708, 6.3050], [5.6112, -0.8552, 6.4040], [5.0307, 0.1386, 5.3912], [5.6314, 0.0613, 3.8668], [5.0469, -1.1526, 3.0514], [5.1592, 1.3089, 3.1525], [7.1189, 0.1135, 3.9095], [7.7151, -0.0511, 2.6601], [9.5642, -0.2670, 6.1897], [9.8355, -0.1925, 4.5421], [8.8738, 1.1888, 5.4317], [6.9750, -2.4796, 4.5544], [8.3458, -2.1904, 3.6230], [8.6490, -2.6501, 5.2843], [7.4471, -1.2275, 7.0068], [7.2096, 0.5337, 6.7129], [5.5147, -1.8787, 6.0414], [5.1938, -0.9838, 7.4026], [5.2032, 1.1619, 5.7247], [3.9539, -0.0290, 5.4176], [4.0786, -0.8445, 2.6569], [4.8418, -2.0976, 3.5545], [5.8063, -1.2720, 2.2787], [5.7152, 1.6545, 2.2810], [5.1541, 2.1430, 3.8542], [4.0939, 1.3632, 2.9282], [8.1666, 0.7922, 2.5786], [-7.8789, 0.8101, -5.0611], [-6.5076, 0.9997, -4.2251], [-6.8827, 2.0153, -3.1203], [-6.2001, -0.4634, -3.6731], [-4.8059, -0.6120, -3.0667], [-3.7562, -0.2108, -4.0883], [-4.0328, 1.1246, -4.9194], [-3.5355, 2.1072, -3.8814], [-3.0999, 1.0104, -6.1549], [-5.4823, 1.3414, -5.1755], [-5.7221, 2.5320, -5.9066], [-8.7420, 0.5565, -4.4455], [-8.2618, 1.6967, -5.5664], [-7.5936, 0.1486, -5.8791], [-6.1054, 2.0238, -2.3562], [-6.9828, 3.0306, -3.5040], [-7.8613, 1.8364, -2.6748], [-7.0056, -0.6586, -2.9653], [-6.2200, -1.1127, -4.5484], [-4.7361, 0.0531, -2.2059], [-4.7057, -1.5888, -2.5935], [-3.5727, -1.0148, -4.8011], [-2.8058, -0.1660, -3.5565], [-3.5885, 2.0277, -2.7956], [-3.8918, 3.0976, -4.1648], [-2.4479, 2.1477, -3.9411], [-2.0496, 0.8110, -5.9423], [-3.1276, 1.9703, -6.6704], [-3.2781, 0.2660, -6.9309], [-5.9370, 2.2122, -6.7859], [-6.5470, 0.8698, 5.5517], [-6.3803, 1.5163, 4.1605], [-7.4336, 2.6813, 3.9340], [-5.0121, 2.0342, 4.1554], [-4.4387, 2.5169, 2.7020], [-4.4919, 1.3179, 1.8825], [-5.9011, 0.7394, 1.6441], [-6.6516, 1.4614, 0.4957], [-5.3805, -0.5859, 1.0478], [-6.5845, 0.5230, 3.0039], [-7.8134, -0.0740, 2.9298], [-6.0888, -0.1187, 5.5208], [-5.9429, 1.2355, 6.3820], [-7.6166, 0.7219, 5.7003], [-7.5178, 3.0258, 2.9033], [-8.4594, 2.5615, 4.2826], [-7.1764, 3.6289, 4.4074], [-4.9447, 2.8698, 4.8520], [-4.3632, 1.2661, 4.5762], [-5.1187, 3.3203, 2.4188], [-3.4162, 2.8941, 2.6909], [-3.8725, 0.6036, 2.4249], [-4.0879, 1.6073, 0.9124], [-6.3552, 1.2588, -0.5335], [-6.7280, 2.5464, 0.5666], [-7.6579, 1.0581, 0.6084], [-6.2055, -1.2886, 0.9311], [-4.7891, -1.2174, 1.7107], [-4.9433, -0.5499, 0.0499], [-8.3835, 0.6902, 3.0423], [-0.2997, 0.7458, -1.5038], [0.3709, 0.2888, -0.2919], [-0.5551, 0.0236, 0.7363], [0.2498, -0.3572, 2.0918], [1.2099, -1.5619, 1.7984], [-0.7362, -0.6243, 3.0814], [-0.7754, 1.7088, -1.3184], [-1.0354, 0.1302, -2.0214], [0.5216, 1.1774, -2.0758], [-1.2071, 0.8864, 0.8731], [-1.1896, -0.8263, 0.4849], [0.8519, 0.5208, 2.3255], [2.0122, -1.5822, 2.5359], [1.5064, -1.4920, 0.7518], [0.6961, -2.5201, 1.7217], [-1.0472, 0.2856, 3.3905], [-0.2231, -1.0006, 3.8658], [2.6451, 2.2309, -1.0227], [3.9314, 2.8531, -1.1840], [4.8924, 2.2564, -1.9112], [6.3232, 2.7305, -1.6598], [7.5509, 2.2625, -2.4559], [6.6978, 2.3592, -0.2667], [1.9795, 2.7550, -0.3369], [2.7532, 1.2047, -0.6715], [2.1445, 2.3425, -1.9844], [4.8920, 1.1758, -2.0539], [4.5376, 2.5362, -2.9031], [6.2861, 3.8190, -1.7032], [8.4455, 2.6948, -2.0076], [7.6459, 2.4856, -3.5186], [7.7609, 1.2010, -2.3247], [5.8774, 2.5444, 0.2927], [7.1873, 1.4871, -0.1258], [-2.2768, -5.2895, 1.3555], [-1.4462, -4.4511, 2.0940], [-2.8318, -5.9749, 1.9961], [-2.8928, -4.5792, 0.8041], [-1.6263, -5.8898, 0.7195], [-0.7677, -4.9661, 2.5368], [0.7761, -1.1501, 6.7773], [0.2083, -2.3103, 6.2075], [1.0192, -1.2453, 7.8356], [1.7794, -1.0198, 6.3716], [0.2273, -0.2403, 6.5341], [0.7471, -3.0395, 6.5230], [-1.4904, -2.7792, -0.9782], [-2.8646, -2.2529, -0.7566], [-1.6854, -3.7329, -1.4686], [-0.9263, -2.1400, -1.6574], [-0.8776, -2.9808, -0.0996], [-2.7742, -1.7238, 0.0394], [-3.3064, -2.7015, 4.7437], [-2.5042, -3.7959, 4.9787], [-4.2922, -2.9648, 4.3602], [-3.3802, -2.0756, 5.6330], [-2.9190, -2.1964, 3.8588], [-2.0761, -4.1127, 4.1799], [1.0346, 2.8754, 6.0683], [0.2578, 2.3172, 5.0454], [1.5023, 1.9645, 6.4421], [1.6971, 3.6728, 5.7317], [0.3295, 3.2628, 6.8037], [-0.5653, 2.8044, 4.9635]], "mulliken_charge": [-1.55, 1.20, -1.83, -1.27, -0.91, -1.47, 2.46, -1.75, -2.22, 0.62, -0.53, 0.33, 0.40, 0.38, 0.39, 0.42, 0.38, 0.47, 0.49, 0.41, 0.39, 0.34, 0.51, 0.24, -0.06, 0.54, 0.43, 0.43, 0.44, 0.37, -2.00, 1.65, -1.77, -1.34, -0.80, -1.05, 1.79, -1.51, -1.39, 0.37, -0.53, 0.39, 0.45, 0.46, 0.34, 0.36, 0.42, 0.46, 0.40, 0.33, 0.42, 0.57, -0.10, 0.14, 0.37, 0.45, -0.09, 0.43, 0.39, 0.37, -1.95, 1.28, -1.60, -1.49, 0.88, -1.09, 1.91, -1.69, -1.71, 0.50, -0.49, 0.39, 0.38, 0.47, 0.34, 0.38, 0.43, 0.46, 0.44, -0.88, 0.55, 0.47, -0.17, 0.06, 0.37, 0.53, 0.06, 0.49, 0.42, 0.34, -1.89, 1.91, -1.69, -1.72, -1.08, -1.11, 2.41, -1.15, -1.38, 0.31, -0.46, 0.40, 0.34, 0.34, 0.35, 0.46, 0.40, 0.51, 0.48, 0.31, 0.42, 0.39, 0.24, -0.67, 0.34, 0.56, 0.65, 0.20, -0.33, 0.41, -0.18, 0.19, -0.15, 0.18, -1.11, 0.10, 0.50, -0.10, -0.36, 0.57, -0.82, 0.16, 0.44, 0.25, 0.01, 0.09, -0.05, -0.84, -0.49, -0.64, 0.58, -1.64, -0.55, 0.36, 0.49, 0.37, 0.29, 0.37, 0.24, 0.42, 0.37, 0.41, 0.16, 0.18, -0.50, -0.37, 0.31, 0.07, 0.26, 0.25, -0.48, -0.45, 0.49, 0.06, 0.21, 0.26, -0.43, -0.21, 0.44, 0.13, -0.07, 0.27, -0.39, -0.60, 0.38, 0.28, -0.05, 0.34, -0.53, -0.36, 0.09, 0.23, 0.34, 0.25], "gap_ha": 0.301, "molar_mass_g_mol": 967.51, "smiles": "CC1(C)CCCC(C)(C)N1O.CC1(C)CCCC(C)(C)N1O.CC1(C)CCCC(C)(C)N1O.CC1(C)CCCC(C)(C)N1O.COC[C@H](C)N.COC[C@H](C)N.CO.CO.CO.CO.CO", "total_charge": 0, "energy_ev": -84174.4407, "homo_ha": -0.2905}